(1)
64
Properties=species:S:1:pos:R:3:nbo_charge:R:1 method="wB97M-V/def2-TZVPD" e_homo_ha=-0.3216 homo_lumo_gap_ev=8.87
Cd 1.285 -1.384 -0.263 1.618
Se 0.525 -3.873 -1.964 0.285
Se -0.204 -2.777 1.432 0.317
Si -0.232 1.652 0.086 1.914
O 0.617 0.564 -0.737 -1.426
O 2.876 -3.582 0.355 -0.744
O 3.212 -1.448 0.940 -0.843
N 2.725 -1.229 -2.142 -0.917
C 1.948 5.011 -0.994 -0.209
C -2.590 0.758 -1.216 -0.228
C -0.802 -3.840 -3.372 -0.791
C -3.875 0.852 -1.732 -0.214
C 0.465 4.199 1.201 -0.212
C 3.490 -2.504 0.273 0.741
C -0.623 -4.758 -0.668 -0.572
C 0.595 0.539 2.577 -0.243
C -2.062 -2.368 1.085 -0.804
C -0.478 1.094 1.869 -0.436
C 1.352 3.758 -0.977 -0.218
C -0.137 -4.601 0.754 -0.586
C -1.862 0.762 3.839 -0.228
C -1.705 1.202 2.530 -0.233
C -2.640 3.076 -0.638 -0.211
C -1.948 1.865 -0.653 -0.419
C 1.797 5.864 0.092 -0.215
C 1.055 5.457 1.191 -0.223
C 0.598 3.328 0.118 -0.428
C -3.927 3.181 -1.152 -0.221
C -4.548 2.067 -1.698 -0.217
C 4.131 -1.112 -1.685 -0.217
C -0.788 0.199 4.514 -0.218
C 0.444 0.089 3.882 -0.205
C 4.526 -2.314 -0.830 -0.529
H -4.353 -0.018 -2.167 0.203
H 5.505 -2.118 -0.389 0.237
H 4.194 -0.207 -1.083 0.222
H 0.941 6.116 2.043 0.209
H -2.165 3.958 -0.222 0.215
H 1.573 0.451 2.110 0.229
H -0.682 -5.813 -0.936 0.230
H -1.656 -3.237 -3.076 0.219
H -1.617 -4.328 -0.787 0.214
H -0.767 -5.191 1.419 0.228
H 2.639 -1.965 -2.833 0.375
H -0.909 -0.150 5.532 0.211
H -2.676 -3.102 1.601 0.227
H -4.443 4.133 -1.131 0.210
H 0.903 -4.898 0.887 0.276
H -2.823 0.857 4.331 0.210
H 2.396 -0.360 -2.551 0.404
H -2.237 -1.378 1.500 0.261
H 4.814 -1.016 -2.532 0.184
H -2.276 -2.355 0.020 0.217
H 2.263 6.841 0.084 0.209
H 1.478 3.097 -1.828 0.212
H -0.100 3.888 2.074 0.210
H 1.286 -0.351 4.400 0.217
H -1.113 -4.857 -3.599 0.223
H -0.340 -3.402 -4.254 0.234
H 2.531 5.324 -1.851 0.206
H -2.064 -0.191 -1.265 0.200
H -5.550 2.146 -2.101 0.209
H -2.557 1.627 2.009 0.216
H 4.587 -3.227 -1.424 0.214


(2)
12
Properties=species:S:1:pos:R:3:nbo_charge:R:1 method="wB97M-V/def2-TZVPD" e_homo_ha=-0.3206 homo_lumo_gap_ev=9.29 smiles=C1#CCNNC1
N -0.604 0.896 -0.389 -0.418
N 0.584 0.938 0.276 -0.407
C -0.675 -1.383 -0.074 -0.090
C 0.568 -1.342 -0.107 -0.085
C -1.544 -0.171 0.146 -0.289
C 1.498 -0.242 -0.141 -0.320
H 2.262 -0.121 0.610 0.219
H -1.360 -0.161 1.171 0.213
H -2.571 0.013 -0.273 0.234
H 2.027 -0.145 -1.102 0.218
H -0.497 0.768 -1.448 0.364
H 0.312 0.950 1.332 0.360


(3)
72
Properties=species:S:1:pos:R:3:nbo_charge:R:1 method="wB97M-V/def2-TZVPD" multiplicity=6 charge=-2 e_homo_ha="-0.0275 / -0.0761" homo_lumo_gap_ev="4.02 / 4.48"
As 0.461 3.693 1.513 0.929
Fe 0.315 1.186 0.329 0.955
S -1.077 2.825 0.158 -0.308
S 3.756 -4.655 2.038 0.363
S -0.432 4.289 3.343 -0.792
S -3.527 1.654 -0.313 -0.061
S 1.924 2.126 1.810 -0.466
S 0.891 5.307 -3.907 0.461
S 1.317 5.407 0.612 -0.696
S -2.156 -0.025 1.871 1.274
S -0.920 -0.290 -1.158 -0.216
O -0.747 0.413 2.060 -1.023
N 1.485 1.769 -1.406 -0.533
N -4.517 -5.011 -2.429 -0.351
N -7.452 -2.947 -0.476 -0.363
N 1.610 -0.274 0.342 -0.535
C 3.649 -2.167 0.233 -0.244
C -3.272 -2.525 2.092 -0.623
C 2.547 -3.380 2.099 -0.157
C -2.831 -2.107 -1.560 -0.177
C 3.152 4.719 -4.976 -0.280
C 2.278 4.252 -4.018 -0.168
C 4.651 -0.923 -1.667 -0.206
C 2.715 5.891 -5.610 -0.262
C 4.601 0.115 -2.532 -0.181
C 2.399 3.089 -3.194 -0.177
C 2.969 -5.532 3.306 -0.455
C 3.647 -1.121 -0.670 0.023
C -2.402 1.245 4.360 -0.635
C 1.615 -3.676 3.076 -0.301
C -6.410 -2.503 -0.681 0.301
C -4.096 -2.677 -1.483 -0.199
C 2.615 -2.283 1.190 -0.125
C 1.642 -1.269 1.191 0.112
C -5.148 -1.935 -0.889 -0.141
C 2.530 0.897 -1.508 0.219
C -4.329 -3.964 -1.991 0.298
C -3.666 -0.018 -0.668 -0.214
C 3.468 2.182 -3.321 -0.119
C -2.570 -0.809 -1.121 -0.161
C -3.123 0.991 3.059 -0.581
C 2.584 -0.175 -0.614 0.060
C -4.911 -0.621 -0.503 -0.201
C 1.436 2.799 -2.208 0.147
C 1.858 -4.883 3.748 -0.244
C 1.514 6.327 -5.145 -0.437
C 3.546 1.078 -2.491 -0.115
C -2.233 -1.654 2.766 -0.578
H 3.273 6.389 -6.383 0.205
H -5.718 -0.032 -0.090 0.228
H -3.336 -3.508 2.556 0.211
H 0.959 7.190 -5.453 0.222
H 4.233 2.346 -4.068 0.196
H 4.084 4.238 -5.209 0.206
H -3.011 -2.662 1.046 0.227
H 0.588 3.461 -2.081 0.222
H 0.778 -3.041 3.306 0.216
H -1.401 1.619 4.153 0.276
H -2.449 -1.503 3.818 0.211
H -4.081 0.489 3.180 0.208
H 5.465 -1.634 -1.710 0.198
H 4.440 -2.903 0.217 0.198
H 5.376 0.248 -3.277 0.198
H -1.238 -2.079 2.653 0.224
H 1.228 -5.268 4.534 0.210
H -2.012 -2.678 -1.976 0.234
H -4.254 -2.056 2.134 0.208
H -2.325 0.347 4.971 0.181
H -3.276 1.927 2.521 0.265
H -2.924 2.008 4.932 0.219
H 3.384 -6.464 3.636 0.218
H 0.858 -1.261 1.933 0.206


(4)
69
Properties=species:S:1:pos:R:3:nbo_charge:R:1 method="wB97M-V/def2-TZVPD" e_homo_ha=-0.3168 homo_lumo_gap_ev=9.00 smiles="CCCCn1c(=O)n(CC(=O)Nc2c(CC)cccc2CC)c(=O)c2c1nc(CO)n2CCC"
O -6.586 0.462 0.134 -0.706
O 0.706 -1.488 2.015 -0.674
O -1.416 2.548 2.005 -0.602
O 2.244 2.684 1.570 -0.602
N -0.356 0.519 1.967 -0.452
N -1.338 -1.426 1.062 -0.406
N 2.415 0.481 1.039 -0.663
N -3.503 -1.061 0.022 -0.495
N -3.637 1.130 0.400 -0.293
C -1.923 -5.229 -1.175 -0.608
C 1.769 3.199 -1.499 -0.607
C 4.126 1.150 -2.171 -0.210
C -4.226 0.038 -0.131 0.360
C -2.389 -0.658 0.667 0.351
C -0.730 -3.033 -0.690 -0.405
C 3.123 1.116 -1.209 0.000
C -1.417 1.387 1.655 0.660
C -2.248 3.249 -1.185 -0.624
C -4.105 2.494 0.374 -0.233
C 4.680 0.033 0.312 0.005
C 5.382 0.640 -1.909 -0.197
C 4.551 -2.067 1.675 -0.595
C -5.579 0.046 -0.763 -0.111
C 4.976 -0.597 1.644 -0.422
C 5.654 0.079 -0.674 -0.223
C -2.439 0.704 0.922 -0.078
C 1.894 1.534 1.700 0.678
C -0.585 -4.508 -1.061 -0.392
C -3.751 3.198 -0.940 -0.395
C 0.774 1.116 2.672 -0.324
C 1.766 1.671 -1.546 -0.409
C -0.276 -0.838 1.695 0.813
C 3.416 0.561 0.036 0.125
C -1.291 -2.836 0.718 -0.218
H -2.031 3.862 -2.056 0.216
H 0.788 3.587 -1.764 0.200
H 4.833 -2.519 2.623 0.209
H -4.147 4.213 -0.883 0.213
H -2.582 -4.700 -1.859 0.204
H 1.017 1.291 -0.848 0.203
H 1.490 1.339 -2.552 0.206
H -0.067 -4.569 -2.020 0.206
H 2.157 -0.446 1.360 0.438
H -0.655 -3.334 1.452 0.233
H -1.774 -6.238 -1.553 0.212
H 1.159 0.392 3.394 0.238
H -1.736 3.673 -0.324 0.229
H 0.251 -2.554 -0.742 0.212
H 3.908 1.575 -3.140 0.207
H 2.020 3.536 -0.497 0.244
H 6.150 0.674 -2.668 0.211
H 2.504 3.598 -2.195 0.198
H -6.660 -0.185 0.844 0.474
H 0.038 -5.007 -0.316 0.197
H -2.313 -3.210 0.780 0.222
H 5.037 -2.615 0.871 0.206
H 6.049 -0.535 1.836 0.210
H -5.188 2.489 0.518 0.231
H -5.613 0.758 -1.592 0.198
H 6.635 -0.324 -0.467 0.208
H -3.623 3.016 1.204 0.244
H 0.409 2.012 3.176 0.265
H -4.244 2.694 -1.775 0.192
H -1.392 -2.538 -1.403 0.206
H -5.777 -0.960 -1.151 0.201
H 4.461 -0.050 2.437 0.214
H -2.415 -5.301 -0.209 0.199
H -1.849 2.252 -1.366 0.202
H 3.474 -2.172 1.557 0.204